DFT (wB97M-V/def2-TZVPD) results for 5 unconnected molecules or ions with the total composition C43H65NO6P.

Output
* molecular weight: 722.968 g/mol
* lowest unoccupied orbital energy: 1.98 eV
* HOMO: -4.1565 eV
* frontier orbital gap: 6.13 eV
* E_tot: -2524.6325 a.u.
* charge: -1

Atoms and positions in Å:
1 C 0.303 2.060 4.097
2 C -0.800 2.503 2.954
3 C -0.248 3.737 1.975
4 C 0.514 3.170 0.611
5 O -0.146 3.561 -0.645
6 C 0.219 2.631 -1.756
7 O 1.660 2.698 -2.169
8 P 1.826 1.734 -3.653
9 C 2.702 3.306 -4.316
10 C 4.299 3.414 -3.916
11 O 4.490 3.763 -2.470
12 C 5.216 2.150 -4.411
13 N 6.666 2.598 -4.368
14 C 2.257 0.550 -5.089
15 C 1.855 1.074 -6.586
16 C 1.339 -0.825 -4.832
17 C 1.776 -2.074 -5.825
18 C 1.965 -3.478 -4.990
19 O 0.194 2.170 -4.208
20 C -0.566 2.889 -3.174
21 C -2.127 2.423 -3.354
22 C -2.648 1.304 -2.274
23 C -2.185 -0.241 -2.687
24 O -3.365 -1.096 -2.990
25 C -2.922 -2.509 -2.991
26 C -3.593 -3.682 -2.017
27 O -1.909 -2.899 -3.771
28 H 0.354 2.892 4.950
29 H 1.372 1.815 3.666
30 H -0.080 1.043 4.590
31 H -1.135 1.552 2.328
32 H -1.767 2.850 3.562
33 H 0.501 4.352 2.635
34 H -1.178 4.396 1.700
35 H 1.619 3.617 0.567
36 H 0.640 2.013 0.763
37 H -0.065 1.588 -1.256
38 H 3.018 1.236 -2.953
39 H 1.152 0.726 -2.845
40 H 2.557 3.513 -5.458
41 H 2.179 4.223 -3.757
42 H 4.708 4.370 -4.504
43 H 5.166 4.529 -2.462
44 H 5.095 1.252 -3.642
45 H 4.894 1.699 -5.461
46 H 7.078 2.302 -3.447
47 H 7.147 1.991 -5.089
48 H 3.375 0.165 -5.073
49 H 1.156 2.011 -6.624
50 H 2.876 1.413 -7.104
51 H 1.392 0.265 -7.295
52 H 1.499 -1.238 -3.723
53 H 0.207 -0.504 -5.024
54 H 2.725 -1.717 -6.408
55 H 0.915 -2.229 -6.628
56 H 3.109 -3.600 -4.667
57 H 1.767 -4.384 -5.735
58 H 1.257 -3.518 -4.035
59 H -0.504 4.040 -3.473
60 H -2.276 1.943 -4.432
61 H -2.818 3.387 -3.299
62 H -3.821 1.309 -2.280
63 H -2.323 1.582 -1.169
64 H -1.541 -0.216 -3.670
65 H -1.583 -0.698 -1.792
66 H -3.620 -4.712 -2.588
67 H -2.985 -3.825 -1.004
68 H -4.715 -3.404 -1.769
69 C 5.893 -0.666 4.468
70 C 4.883 -0.743 3.509
71 C 3.552 -0.867 3.906
72 C 3.229 -0.903 5.263
73 C 4.238 -0.822 6.222
74 C 5.570 -0.707 5.825
75 H 6.930 -0.573 4.159
76 H 5.134 -0.708 2.452
77 H 2.766 -0.934 3.159
78 H 2.191 -0.994 5.572
79 H 3.987 -0.848 7.279
80 H 6.357 -0.650 6.572
81 C -1.561 0.180 9.256
82 C -0.299 0.741 9.062
83 C 0.709 -0.002 8.448
84 C 0.451 -1.304 8.018
85 C -0.812 -1.864 8.209
86 C -1.817 -1.124 8.831
87 H -2.345 0.758 9.738
88 H -0.100 1.758 9.391
89 H 1.694 0.433 8.304
90 H 1.235 -1.882 7.535
91 H -1.013 -2.878 7.872
92 H -2.799 -1.562 8.984
93 C -2.602 -7.956 -1.975
94 C -2.228 -7.438 -3.215
95 C -2.619 -8.083 -4.388
96 C -3.393 -9.242 -4.321
97 C -3.770 -9.758 -3.081
98 C -3.371 -9.118 -1.908
99 H -2.293 -7.455 -1.061
100 H -1.630 -6.531 -3.267
101 H -2.322 -7.683 -5.353
102 H -3.702 -9.742 -5.235
103 H -4.375 -10.660 -3.029
104 H -3.660 -9.523 -0.943
105 C -6.227 4.737 5.450
106 C -5.492 3.563 5.616
107 C -4.787 3.023 4.540
108 C -4.810 3.662 3.300
109 C -5.542 4.838 3.136
110 C -6.254 5.373 4.209
111 H -6.779 5.155 6.288
112 H -5.469 3.069 6.584
113 H -4.220 2.105 4.668
114 H -4.257 3.244 2.463
115 H -5.558 5.337 2.170
116 H -6.829 6.286 4.079

=====

DFT (wB97M-V/def2-TZVPD) results for a molecular structure, C43H66AsB2N6O2S3Ti.

Output
* molecular weight: 939.655 g/mol
* lowest unoccupied orbital energy (spin up / spin down): -5.22 / -5.38 eV
* energy relative to the best compared isomer or geometry (same formula, charge and spin): 0.00 kJ/mol
* multiplicity: 2
* HOMO (spin up / spin down): -12.0031 / -12.3112 eV
* frontier orbital gap (spin up / spin down): 6.79 / 6.93 eV
* E_tot: -6486.3888 a.u.
* charge: +2

Atoms and positions in Å:
1 Ti 0.812 0.144 0.754
2 C -1.581 -2.612 -3.178
3 C -1.965 -1.260 -2.672
4 C -3.128 -0.630 -3.008
5 C -3.445 0.644 -2.480
6 N -2.624 1.252 -1.664
7 N -1.486 0.641 -1.341
8 B -0.429 1.430 -0.535
9 N -1.119 2.521 0.334
10 N -1.389 3.680 -0.276
11 C -2.058 4.593 0.377
12 C -2.515 4.349 1.693
13 C -2.225 3.178 2.328
14 C -2.662 2.879 3.725
15 C -1.453 2.239 1.594
16 S -0.917 0.749 2.323
17 C -2.326 5.918 -0.313
18 C -1.784 5.908 -1.740
19 C -1.635 7.030 0.490
20 C -3.840 6.168 -0.349
21 N 0.499 2.136 -1.585
22 N -0.021 2.379 -2.776
23 C 0.711 2.972 -3.692
24 C 2.023 3.382 -3.396
25 C 2.575 3.116 -2.169
26 C 3.975 3.497 -1.813
27 C 1.756 2.428 -1.250
28 S 2.348 1.944 0.326
29 C 0.033 3.157 -5.042
30 C -0.388 1.774 -5.560
31 C -1.215 4.026 -4.844
32 C 0.963 3.820 -6.055
33 C -1.118 -0.561 -1.776
34 S 0.385 -1.226 -1.200
35 C -4.735 1.354 -2.852
36 C -4.813 2.722 -2.178
37 C -5.923 0.493 -2.404
38 C -4.765 1.537 -4.376
39 H -2.346 -3.010 -3.841
40 H -1.437 -3.300 -2.342
41 H -0.633 -2.566 -3.717
42 H -3.823 -1.110 -3.685
43 H -3.091 5.109 2.205
44 H -3.263 3.693 4.123
45 H -1.798 2.726 4.373
46 H -3.248 1.959 3.755
47 H -0.705 5.746 -1.758
48 H -1.996 6.869 -2.209
49 H -2.250 5.121 -2.333
50 H -0.555 6.870 0.533
51 H -2.013 7.091 1.512
52 H -1.816 7.993 0.014
53 H -4.356 5.379 -0.899
54 H -4.039 7.115 -0.849
55 H -4.273 6.230 0.650
56 H 2.610 3.892 -4.147
57 H 4.456 4.022 -2.636
58 H 4.563 2.609 -1.574
59 H 3.987 4.138 -0.931
60 H -1.082 1.297 -4.866
61 H 0.475 1.119 -5.694
62 H -0.884 1.881 -6.525
63 H -1.895 3.562 -4.129
64 H -1.735 4.145 -5.796
65 H -0.952 5.019 -4.476
66 H 1.862 3.227 -6.235
67 H 1.260 4.824 -5.742
68 H 0.444 3.920 -7.007
69 H -4.798 2.633 -1.091
70 H -5.742 3.212 -2.472
71 H -3.977 3.358 -2.473
72 H -5.919 0.351 -1.322
73 H -5.922 -0.490 -2.879
74 H -6.856 0.986 -2.677
75 H -3.913 2.129 -4.716
76 H -5.677 2.061 -4.663
77 H -4.755 0.584 -4.907
78 C -2.853 -5.912 -0.516
79 C -1.629 -6.316 0.318
80 C -0.710 -7.166 -0.559
81 C -2.083 -7.163 1.516
82 C -0.930 -5.057 0.833
83 C -1.650 -4.157 1.635
84 C -1.101 -2.992 2.152
85 C 0.217 -2.768 1.835
86 O 1.025 -1.657 2.160
87 B 2.242 -1.931 1.521
88 O 2.229 -3.127 0.857
89 C 0.944 -3.629 1.048
90 C 0.404 -4.785 0.530
91 H -3.367 -6.805 -0.875
92 H -2.555 -5.323 -1.387
93 H -3.570 -5.328 0.062
94 H -1.256 -8.043 -0.908
95 H 0.162 -7.524 -0.009
96 H -0.369 -6.620 -1.442
97 H -2.577 -8.069 1.163
98 H -2.789 -6.626 2.150
99 H -1.231 -7.458 2.131
100 H -2.681 -4.378 1.872
101 H -1.674 -2.304 2.759
102 H 1.002 -5.437 -0.089
103 C 4.125 -3.059 4.157
104 C 4.975 -2.373 3.094
105 As 3.981 -1.028 2.113
106 C 3.563 0.407 3.344
107 C 4.789 1.248 3.682
108 C 5.075 -0.439 0.630
109 C 4.731 -1.198 -0.648
110 H 4.726 -3.797 4.686
111 H 3.278 -3.584 3.712
112 H 3.746 -2.355 4.898
113 H 5.343 -3.080 2.349
114 H 5.841 -1.861 3.518
115 H 3.136 -0.077 4.225
116 H 2.773 1.022 2.908
117 H 5.584 0.649 4.126
118 H 4.519 2.019 4.402
119 H 5.187 1.746 2.797
120 H 6.109 -0.598 0.940
121 H 4.910 0.631 0.519
122 H 4.823 -2.278 -0.526
123 H 5.409 -0.898 -1.446
124 H 3.711 -0.979 -0.971

=====

- Which formula does entry 2 have?
  C43H66AsB2N6O2S3Ti

=====

- Which of these has the highest charge?
  C43H66AsB2N6O2S3Ti

=====

- The lowest charge belongs to which entry?
  C43H65NO6P